Density functional theory data (wB97M-V/def2-TZVPD) for a 8-piece molecular cluster, C43H52ClIN8O4S overall at a distorted geometry.

Last columns: bonded neighbours and bond lengths (Å).
Positions of all 110 atoms, in Å:
1 C 0.156 5.935 -0.364  C2 1.659, H24 1.194, H25 1.180, H26 1.170
2 C 1.648 5.408 -0.863  C1 1.659, C3 1.669, H27 1.193, H28 1.174
3 C 1.551 4.140 -1.943  C2 1.669, I4 2.232, C5 1.647, H29 1.184
4 I 0.816 5.043 -3.848  C3 2.232
5 C 0.592 2.909 -1.413  C3 1.647, C6 1.663, C10 1.673
6 C 0.507 2.606 0.219  C5 1.663, C7 1.670, H30 1.186
7 C -0.471 1.417 0.869  C6 1.670, C8 1.639, H31 1.171
8 C -1.356 0.553 -0.206  C7 1.639, C9 1.639, C22 1.658
9 C -1.235 0.820 -1.819  C8 1.639, C10 1.639, C11 1.639
10 C -0.284 1.975 -2.489  C5 1.673, C9 1.639, H32 1.171
11 C -2.245 -0.300 -2.460  C9 1.639, O12 1.341, N13 1.543
12 O -2.319 -0.810 -3.699  C11 1.341
13 N -3.204 -0.650 -1.302  C11 1.543, C14 1.509, C22 1.511
14 C -4.258 0.406 -1.533  N13 1.509, C15 1.636, H33 1.171, H34 1.194
15 C -4.682 1.284 -0.219  C14 1.636, C16 1.673, H35 1.190, H36 1.170
16 C -5.565 2.578 -0.806  C15 1.673, C17 1.639, H37 1.194, H38 1.193
17 C -6.714 3.107 0.238  C16 1.639, S18 1.910, H39 1.172, H40 1.193
18 S -7.039 4.950 -0.148  C17 1.910, O19 1.578, O20 1.549, Cl21 2.128
19 O -7.713 5.690 1.072  S18 1.578
20 O -5.744 5.743 -0.456  S18 1.549
21 Cl -8.309 5.187 -1.839  S18 2.128
22 C -2.465 -0.660 0.016  C8 1.658, N13 1.511, O23 1.349
23 O -2.603 -1.432 1.113  C22 1.349
24 H 0.039 5.517 0.748  C1 1.194
25 H -0.703 5.430 -0.996  C1 1.180
26 H 0.071 7.100 -0.297  C1 1.170
27 H 2.097 6.313 -1.498  C2 1.193
28 H 2.378 5.182 0.028  C2 1.174
29 H 2.655 3.790 -2.187  C3 1.184
30 H 1.145 3.275 0.961  C6 1.186
31 H -0.538 1.203 2.018  C7 1.171
32 H -0.269 2.125 -3.650  C10 1.171
33 H -3.956 1.128 -2.404  C14 1.171
34 H -5.242 -0.176 -1.877  C14 1.194
35 H -5.380 0.657 0.513  C15 1.190
36 H -3.797 1.763 0.376  C15 1.170
37 H -4.741 3.408 -1.047  C16 1.194
38 H -6.017 2.291 -1.872  C16 1.193
39 H -6.480 2.924 1.371  C17 1.172
40 H -7.726 2.561 -0.078  C17 1.193
41 N -4.378 -1.625 3.468  C42 1.371, C45 1.371, H46 1.012
42 C -4.924 -0.679 4.296  N41 1.371, C43 1.377, H47 1.082
43 C -5.892 -1.290 5.061  C42 1.377, C44 1.415, H48 1.082
44 C -5.927 -2.654 4.686  C43 1.415, C45 1.377, H49 1.082
45 C -4.980 -2.834 3.703  N41 1.371, C44 1.377, H50 1.082
46 H -3.645 -1.458 2.791  N41 1.012
47 H -4.579 0.346 4.268  C42 1.082
48 H -6.505 -0.806 5.809  C43 1.082
49 H -6.573 -3.423 5.090  C44 1.082
50 H -4.684 -3.716 3.150  C45 1.082
51 N -2.996 -3.755 -2.097  C52 1.371, C55 1.371, H56 1.012
52 C -3.490 -4.297 -3.254  N51 1.371, C53 1.377, H57 1.082
53 C -3.463 -5.668 -3.127  C52 1.377, C54 1.415, H58 1.082
54 C -2.940 -5.963 -1.846  C53 1.415, C55 1.377, H59 1.082
55 C -2.662 -4.763 -1.230  N51 1.371, C54 1.377, H60 1.082
56 H -2.894 -2.766 -1.911  N51 1.012
57 H -3.816 -3.663 -4.067  C52 1.082
58 H -3.787 -6.379 -3.876  C53 1.082
59 H -2.782 -6.945 -1.418  C54 1.082
60 H -2.256 -4.541 -0.252  C55 1.082
61 N -0.050 -2.740 2.353  C62 1.371, C65 1.371, H66 1.012
62 C -0.639 -2.086 3.403  N61 1.371, C63 1.377, H67 1.082
63 C 0.336 -1.816 4.337  C62 1.377, C64 1.415, H68 1.082
64 C 1.557 -2.320 3.830  C63 1.415, C65 1.377, H69 1.082
65 C 1.290 -2.882 2.602  N61 1.371, C64 1.377, H70 1.082
66 H -0.529 -3.066 1.523  N61 1.012
67 H -1.699 -1.871 3.397  C62 1.082
68 H 0.184 -1.310 5.282  C63 1.082
69 H 2.527 -2.276 4.308  C64 1.082
70 H 1.937 -3.372 1.886  C65 1.082
71 N 3.707 0.955 -1.058  C72 1.371, C75 1.371, H76 1.012
72 C 4.697 1.754 -1.567  N71 1.371, C73 1.377, H77 1.082
73 C 5.717 0.940 -2.007  C72 1.377, C74 1.415, H78 1.082
74 C 5.325 -0.398 -1.761  C73 1.415, C75 1.377, H79 1.082
75 C 4.079 -0.359 -1.177  N71 1.371, C74 1.377, H80 1.082
76 H 2.837 1.283 -0.659  N71 1.012
77 H 4.593 2.831 -1.570  C72 1.082
78 H 6.643 1.274 -2.458  C73 1.082
79 H 5.891 -1.292 -1.986  C74 1.082
80 H 3.427 -1.152 -0.836  C75 1.082
81 N 8.507 0.392 0.217  C82 1.371, C85 1.371, H86 1.012
82 C 9.497 1.191 -0.292  N81 1.371, C83 1.377, H87 1.082
83 C 10.517 0.377 -0.732  C82 1.377, C84 1.415, H88 1.082
84 C 10.125 -0.960 -0.486  C83 1.415, C85 1.377, H89 1.082
85 C 8.879 -0.922 0.098  N81 1.371, C84 1.377, H90 1.082
86 H 7.637 0.720 0.616  N81 1.012
87 H 9.393 2.268 -0.295  C82 1.082
88 H 11.443 0.711 -1.183  C83 1.082
89 H 10.691 -1.855 -0.711  C84 1.082
90 H 8.227 -1.715 0.439  C85 1.082
91 N 5.730 5.112 -3.022  C92 1.371, C95 1.371, H96 1.012
92 C 5.139 6.321 -2.761  N91 1.371, C93 1.377, H97 1.082
93 C 6.002 7.057 -1.980  C92 1.377, C94 1.415, H98 1.082
94 C 7.156 6.266 -1.767  C93 1.415, C95 1.377, H99 1.082
95 C 6.962 5.072 -2.424  N91 1.371, C94 1.377, H100 1.082
96 H 5.321 4.367 -3.570  N91 1.012
97 H 4.157 6.553 -3.152  C92 1.082
98 H 5.820 8.056 -1.606  C93 1.082
99 H 8.034 6.540 -1.197  C94 1.082
100 H 7.594 4.198 -2.516  C95 1.082
101 N -1.978 -8.347 1.336  C102 1.371, C105 1.371, H106 1.012
102 C -2.524 -7.401 2.164  N101 1.371, C103 1.377, H107 1.082
103 C -3.492 -8.012 2.929  C102 1.377, C104 1.415, H108 1.082
104 C -3.527 -9.376 2.554  C103 1.415, C105 1.377, H109 1.082
105 C -2.580 -9.556 1.571  N101 1.371, C104 1.377, H110 1.082
106 H -1.245 -8.180 0.659  N101 1.012
107 H -2.179 -6.376 2.136  C102 1.082
108 H -4.105 -7.528 3.678  C103 1.082
109 H -4.173 -10.145 2.958  C104 1.082
110 H -2.284 -10.438 1.019  C105 1.082

E_tot in a.u.: -3564.1885
SMILES string: CC[C@H](I)c1ccc2c(c1)C(=O)N(CCCCS(=O)(=O)Cl)C2=O.c1cc[nH]c1.c1cc[nH]c1.c1cc[nH]c1.c1cc[nH]c1.c1cc[nH]c1.c1cc[nH]c1.c1cc[nH]c1
LUMO in eV: -2.46
Highest occupied orbital energy in eV: -8.17
Charge: 0